C4H4N2O | ωB97M-V with the def2-TZVPD basis set

Values from the calculation:
**Maximum force**: 1.416 eV/A
**HOMO-LUMO gap**: 9.738 eV
**Multiplicity**: 1

Last column: Löwdin charge in e.
CARTESIAN COORDINATES (ANGSTROEM)
O1 -2.219 -2.113 -0.058  0.020
C1 -3.024 -1.311 -0.028  0.032
C2 -0.401 0.545 0.043  -0.134
C3 0.452 1.597 -0.122  -0.168
N1 1.757 1.167 -0.139  0.042
C4 1.689 -0.132 0.013  -0.218
N2 0.404 -0.566 0.128  0.039
H1 -1.477 0.503 0.113  0.055
H2 0.188 2.640 -0.231  0.094
H3 2.533 -0.808 0.051  0.115
H4 0.098 -1.521 0.229  0.123

Cartesian forces (eV/Å) of the 3 atoms listed first:
-1.0582 0.9042 0.0432
0.8661 -1.1193 -0.0530
-0.0245 0.1120 0.0042

C4H9Cl2N2 | ωB97M-V with the def2-TZVPD basis set

Values from the calculation:
**Maximum force**: 4.259 eV/A
**HOMO-LUMO gap**: 9.197 eV
**Total charge**: +1
**Multiplicity**: 1

Last column: Löwdin charge in e.
CARTESIAN COORDINATES (ANGSTROEM)
C1 0.252 0.008 0.145  -0.175
C2 1.015 -2.323 0.310  0.019
C3 -0.358 2.311 -0.345  -0.088
C4 -2.619 0.352 -0.217  -1.027
N1 -0.019 -1.235 0.127  0.013
N2 -0.693 0.944 -0.025  -0.094
Cl1 -2.984 -0.313 1.333  0.688
Cl2 -2.768 -0.760 -1.415  0.783
H1 1.373 0.161 0.182  0.188
H2 1.938 -1.974 0.772  0.100
H3 0.604 -3.173 0.816  0.091
H4 1.281 -2.695 -0.632  0.072
H5 0.510 2.231 -1.178  0.136
H6 0.140 2.779 0.491  0.081
H7 -1.194 2.881 -0.825  0.099
H8 -2.962 1.422 -0.348  0.086
H9 -0.953 -1.478 0.144  0.028

Cartesian forces (eV/Å) of the 3 atoms listed first:
0.2484 2.9177 -1.0425
-0.7432 1.0838 0.1568
2.3852 -0.1832 -2.8133

C22H48B2Cl2N5O4 | ωB97M-V with the def2-TZVPD basis set

Values from the calculation:
**Maximum force**: 0.917 eV/A
**HOMO-LUMO gap**: 9.065 eV
**SMILES string**: CCCN[C@]1(B(O)CC)NC(NCCCCCOCC)=[N+]([C@@H](Cl)[C@@H](C)Cl)[C@]1(NCC)B(O)OCC
**Total charge**: +1
**Multiplicity**: 1

Last column: Löwdin charge in e.
CARTESIAN COORDINATES (ANGSTROEM)
C1 3.766 -3.116 3.211  -0.087
C2 2.279 -3.502 3.118  -0.211
C3 1.633 -3.285 1.737  -0.177
N1 0.647 -2.199 1.680  0.052
C4 1.017 -0.991 0.997  -0.271
B1 2.405 -0.318 1.487  -0.438
O1 3.503 -0.485 0.682  0.149
C5 2.529 0.551 2.799  -0.123
C6 1.817 0.048 4.069  -0.085
N2 -0.043 0.059 1.221  0.216
C7 0.156 1.007 0.284  -0.330
N3 -0.236 2.258 0.402  0.151
C8 -0.857 2.826 1.608  -0.148
C9 -1.598 4.119 1.278  -0.170
C10 -2.826 3.947 0.362  -0.170
C11 -2.617 4.290 -1.127  -0.160
C12 -2.967 3.120 -2.031  -0.254
O2 -4.351 2.878 -1.915  -0.154
C13 -4.722 1.523 -2.089  -0.275
C14 -6.231 1.435 -2.274  -0.061
N4 0.784 0.491 -0.789  0.026
C15 1.616 1.216 -1.683  -0.614
Cl1 0.610 1.787 -3.093  0.660
C16 2.444 2.346 -1.026  -0.708
C17 3.916 2.252 -1.429  -0.102
Cl2 1.854 3.986 -1.390  0.668
C18 0.848 -1.049 -0.554  -0.201
N5 1.865 -1.754 -1.234  0.049
C19 1.663 -2.008 -2.675  -0.226
C20 1.106 -3.404 -2.970  -0.058
B2 -0.652 -1.590 -0.933  -0.624
O3 -1.549 -0.751 -1.559  0.175
O4 -0.981 -2.850 -0.631  0.083
C21 -2.320 -3.333 -0.835  -0.206
C22 -2.415 -4.736 -0.273  -0.058
H1 4.050 -2.397 2.439  0.055
H2 4.014 -2.706 4.192  0.071
H3 4.399 -3.994 3.077  0.078
H4 1.703 -2.969 3.882  0.094
H5 2.183 -4.559 3.375  0.106
H6 2.388 -3.113 0.967  0.115
H7 1.112 -4.201 1.445  0.117
H8 0.237 -2.022 2.585  0.114
H9 4.248 0.072 0.947  0.124
H10 2.197 1.579 2.588  0.101
H11 3.598 0.644 3.029  0.113
H12 1.725 0.858 4.796  0.082
H13 2.402 -0.734 4.552  0.071
H14 0.806 -0.323 3.889  0.059
H15 -0.246 0.362 2.163  0.135
H16 -0.085 2.885 -0.378  0.077
H17 -0.061 3.035 2.333  0.125
H18 -1.530 2.094 2.062  0.129
H19 -1.924 4.533 2.235  0.118
H20 -0.883 4.836 0.858  0.115
H21 -3.634 4.555 0.768  0.115
H22 -3.172 2.908 0.426  0.112
H23 -3.290 5.103 -1.408  0.120
H24 -1.586 4.607 -1.323  0.102
H25 -2.406 2.222 -1.734  0.094
H26 -2.715 3.349 -3.076  0.129
H27 -4.197 1.092 -2.953  0.118
H28 -4.405 0.940 -1.215  0.114
H29 -6.732 1.141 -1.351  0.072
H30 -6.627 2.393 -2.610  0.081
H31 -6.476 0.679 -3.022  0.074
H32 2.304 0.525 -2.160  0.093
H33 2.353 2.250 0.056  0.084
H34 4.533 2.749 -0.680  0.089
H35 4.234 1.210 -1.498  0.079
H36 4.081 2.753 -2.383  0.085
H37 2.776 -1.348 -1.069  0.101
H38 2.641 -1.913 -3.152  0.122
H39 1.032 -1.237 -3.139  0.102
H40 1.465 -3.750 -3.939  0.079
H41 0.016 -3.402 -3.025  0.068
H42 1.404 -4.096 -2.183  0.086
H43 -1.152 -0.133 -2.186  0.068
H44 -3.008 -2.661 -0.318  0.127
H45 -2.544 -3.318 -1.904  0.127
H46 -3.302 -5.240 -0.659  0.081
H47 -2.495 -4.717 0.816  0.079
H48 -1.527 -5.310 -0.538  0.081

Cartesian forces (eV/Å) of the 3 atoms listed first:
-0.0751 -0.1103 0.0960
0.1583 -0.0842 0.0124
-0.2369 -0.3064 0.0106

C3H9N2 | ωB97M-V with the def2-TZVPD basis set

Values from the calculation:
**Maximum force**: 5.137 eV/A
**HOMO-LUMO gap**: 7.571 eV
**Total charge**: +1
**Multiplicity**: 1

Last column: Löwdin charge in e.
CARTESIAN COORDINATES (ANGSTROEM)
C1 0.772 1.150 -0.681  -0.021
C2 0.501 -0.056 0.281  -0.473
C3 -0.936 -0.764 0.005  -0.145
N1 -1.304 -0.666 -1.255  0.271
N2 1.047 0.255 1.559  0.100
H1 1.199 0.738 -1.584  0.092
H2 -0.132 1.740 -0.805  0.085
H3 1.463 1.794 -0.157  0.093
H4 -1.226 -1.629 0.602  0.151
H5 -1.739 -1.519 -1.650  0.147
H6 1.074 -0.863 -0.229  0.161
H7 0.821 -0.351 2.360  0.107
H8 0.060 0.784 1.333  0.151
H9 -1.815 0.051 -0.069  0.279

Cartesian forces (eV/Å) of the 3 atoms listed first:
-0.7283 -0.6047 1.1685
2.5897 -1.9415 -3.4842
1.4345 -0.9072 0.4581

C3H6N3S | ωB97M-V with the def2-TZVPD basis set

Values from the calculation:
**Maximum force**: 3.519 eV/A
**HOMO-LUMO gap (alpha / beta)**: 6.691 / 6.661 eV
**SMILES string**: [H]/N=C/N(C)C=[N+]=S
**Total charge**: +1
**Multiplicity**: 1

Last column: Löwdin charge in e.
CARTESIAN COORDINATES (ANGSTROEM)
C1 0.341 1.179 0.151  -0.236
C2 -1.031 -0.857 -0.201  -0.097
C3 1.393 -0.931 0.179  0.016
N1 -0.347 2.061 -0.398  0.180
N2 0.087 -0.194 0.149  -0.081
N3 -2.288 -0.465 -0.081  -0.445
S1 -3.767 -0.199 0.026  1.016
H1 1.335 1.371 0.580  0.140
H2 -0.949 -1.883 -0.477  0.156
H3 1.214 -1.943 0.089  0.069
H4 2.106 -0.516 -0.606  0.133
H5 1.941 -0.602 1.048  0.096
H6 -0.036 2.980 -0.459  0.054

Cartesian forces (eV/Å) of the 3 atoms listed first:
0.9674 2.1348 -0.0285
-1.6459 1.4693 1.0390
0.9104 3.1191 -1.1174

C19H26BN7O2RuS2 | ωB97M-V with the def2-TZVPD basis set

Values from the calculation:
**Maximum force**: 1.224 eV/A
**HOMO-LUMO gap (alpha / beta)**: 7.960 / 6.871 eV
**Total charge**: +2
**Multiplicity**: 5

Last column: Mulliken spin population.
CARTESIAN COORDINATES (ANGSTROEM)
Ru1 0.081 -0.640 0.172  3.528
C1 -0.480 3.858 -0.315  0.006
C2 -0.264 2.468 0.184  0.026
N1 0.267 1.543 -0.522  0.044
N2 0.647 1.754 -1.802  -0.007
C3 0.184 0.994 -2.708  0.010
N3 0.578 1.003 -3.982  0.015
S1 -1.183 -0.185 -2.275  0.078
C4 -0.712 2.040 1.525  0.003
C5 -0.937 2.939 2.557  0.000
C6 -1.401 2.469 3.776  0.012
C7 -1.641 1.113 3.930  -0.006
C8 -1.384 0.274 2.860  0.017
N4 -0.930 0.719 1.689  0.037
H1 -0.687 3.836 -1.382  0.000
H2 0.425 4.456 -0.178  0.000
H3 -1.302 4.346 0.201  0.001
H4 1.274 1.672 -4.275  -0.002
H5 0.077 0.490 -4.686  -0.001
H6 -0.742 3.991 2.404  0.001
H7 -1.580 3.154 4.593  0.000
H8 -2.028 0.710 4.856  0.000
H9 -1.565 -0.791 2.935  0.006
N5 0.765 -2.617 1.528  0.047
N6 1.768 -2.400 2.473  0.000
C9 2.611 -1.353 2.364  -0.021
N7 3.624 -1.303 3.218  0.019
S2 2.428 -0.140 1.196  0.171
H10 -0.026 -3.055 1.985  -0.001
H11 1.096 -3.243 0.797  -0.011
H12 2.027 -3.179 3.062  0.001
H13 3.795 -2.013 3.913  -0.002
H14 4.244 -0.511 3.195  0.001
C10 3.343 -5.745 -5.953  0.000
C11 3.073 -6.285 -4.547  0.000
C12 4.426 -6.496 -3.847  0.000
C13 2.342 -7.635 -4.664  0.000
C14 2.219 -5.330 -3.719  0.002
C15 1.977 -5.610 -2.367  0.002
C16 1.233 -4.782 -1.538  -0.007
C17 0.718 -3.639 -2.108  -0.014
O1 -0.035 -2.597 -1.546  0.103
B1 -0.275 -1.739 -2.616  -0.041
O2 0.275 -2.170 -3.772  -0.010
C18 0.915 -3.366 -3.450  -0.009
C19 1.655 -4.180 -4.275  -0.001
H15 4.019 -6.421 -6.475  0.000
H16 3.818 -4.763 -5.918  0.000
H17 2.425 -5.679 -6.541  0.000
H18 5.047 -7.162 -4.445  0.000
H19 4.312 -6.943 -2.860  0.000
H20 4.956 -5.547 -3.737  0.000
H21 2.982 -8.353 -5.178  0.000
H22 1.420 -7.525 -5.236  0.000
H23 2.090 -8.040 -3.683  0.000
H24 2.364 -6.523 -1.936  0.000
H25 1.041 -5.061 -0.509  0.000
H26 1.766 -3.928 -5.319  0.000

Cartesian forces (eV/Å) of the 3 atoms listed first:
0.4192 0.2247 0.3783
0.0292 0.0416 0.0212
0.2522 0.2203 -0.4862

Values of energy above the lowest of the compared OMol25 structures with the same formula, charge and spin, in order: 47.67, 213.83, 25.85, 737.41, 302.79, 0.00, all in kJ/mol.